DFT (the ωB97M-V functional and the def2-TZVPD basis) results for a molecular structure, C37H44FHgINP2Si in a non-equilibrium geometry.

Calculated values
Molar mass ... 939.3 g/mol
HOMO-LUMO gap (alpha / beta) ... 6.7 / 4.0 eV
HOMO energy (alpha / beta) ... -6.667 / -6.322 eV
LUMO (alpha / beta) ... 0.01 / -2.32 eV
Charge ... 0
<S²> ... 0.770
Multiplicity ... 2
F_max ... 3.59 eV/Å

The geometry in XYZ format:
```
88
Properties=species:S:1:pos:R:3:mulliken_charge:R:1
Hg -0.1224 -20.2429 9.4148 0.82
C 2.4674 -21.6049 14.2699 -1.25
Si 1.5305 -21.4181 12.6397 -0.25
C 2.5664 -22.2810 11.3214 -0.56
C -0.1411 -22.2794 12.7963 -0.64
N 1.2141 -19.8009 12.1186 0.27
C 1.6064 -18.6104 12.4199 0.48
C 2.5285 -18.2800 13.4771 -0.46
C 2.9310 -16.9956 13.7223 -0.74
C 2.4139 -15.9024 13.0138 -0.64
C 1.4954 -16.1762 11.9750 -0.48
C 1.1174 -17.4563 11.6837 0.28
F 0.2767 -17.6328 10.6897 -0.27
H 2.4837 -22.6434 14.6234 0.35
H 1.9559 -20.9871 15.0141 0.37
H 3.4927 -21.2563 14.1747 0.34
H 2.7436 -23.3343 11.5689 0.50
H 3.5308 -21.7809 11.2129 0.28
H 2.0914 -22.2454 10.3377 -0.12
H -0.0795 -23.3357 12.5197 0.40
H -0.8733 -21.8057 12.1374 -0.20
H -0.5409 -22.2178 13.8173 0.40
H 2.9275 -19.0627 14.0989 0.21
H 3.6491 -16.8424 14.5194 0.40
H 2.7412 -14.8963 13.2193 0.39
H 1.0781 -15.3718 11.3844 0.42
I 0.2215 -17.1178 6.6531 0.11
C 0.2592 -18.1371 4.8038 -0.42
C -0.7408 -17.8213 3.9373 -0.56
C -0.6905 -18.2082 2.5670 -0.74
C 0.4157 -18.8471 2.0981 -0.87
C 1.4725 -19.1981 2.9765 0.87
C 2.6354 -19.8112 2.4669 -0.75
C 3.6593 -20.1926 3.2832 -1.17
C 3.5139 -20.0472 4.6717 0.15
C 2.3910 -19.4803 5.2157 0.68
P 1.9594 -19.7869 6.9695 -0.01
C 2.1209 -21.6163 7.0527 0.61
C 3.2516 -22.3444 7.3787 -0.03
C 3.2166 -23.7329 7.3851 -0.80
C 2.0465 -24.3913 7.0264 -0.42
C 0.9001 -23.6725 6.7174 -0.74
C 0.9327 -22.2789 6.7842 -0.62
C 3.3979 -19.1005 7.8605 0.61
C 3.6438 -19.4121 9.1998 -0.10
C 4.5918 -18.7104 9.9309 -0.30
C 5.3462 -17.7018 9.3372 -0.79
C 5.1511 -17.4046 8.0046 -0.77
C 4.1928 -18.1094 7.2725 -0.78
C 1.3792 -18.9327 4.3611 0.39
H -1.5796 -17.2281 4.2674 0.40
H -1.5115 -17.9790 1.9043 0.40
H 0.4984 -19.1014 1.0462 0.37
H 2.7033 -19.9662 1.4039 0.39
H 4.5291 -20.6596 2.8554 0.42
H 4.2648 -20.4263 5.3429 0.47
H 4.1683 -21.8225 7.6313 0.36
H 4.0874 -24.3140 7.6342 0.45
H 2.0243 -25.4693 7.0184 0.40
H -0.0217 -24.2035 6.4640 0.41
H 0.0186 -21.7174 6.5689 0.39
H 3.0614 -20.1887 9.6787 0.21
H 4.7275 -18.9449 10.9814 0.40
H 6.0800 -17.1342 9.9038 0.37
H 5.7289 -16.6345 7.5261 0.44
H 4.0319 -17.8502 6.2365 0.27
C -5.4399 -19.1422 8.8359 -1.24
C -3.9447 -19.1643 9.0990 -0.51
P -3.2933 -20.4303 10.2630 0.53
C -4.3070 -20.0286 11.7695 -0.92
C -3.5539 -20.3183 13.0697 -1.12
C -3.9919 -21.9800 9.5350 -0.77
C -3.2188 -23.2292 10.0054 -1.05
H -5.6853 -18.3641 8.0991 0.39
H -5.9940 -18.9404 9.7503 0.27
H -5.7916 -20.0989 8.4333 0.27
H -3.6264 -18.1960 9.4964 0.39
H -3.4042 -19.2881 8.1534 0.30
H -5.2616 -20.5467 11.7589 0.46
H -4.5304 -18.9666 11.7192 0.42
H -3.2594 -21.3730 13.1189 0.25
H -4.2038 -20.1147 13.9356 0.40
H -2.6548 -19.7180 13.1675 0.25
H -3.8776 -21.8833 8.4547 0.37
H -5.0543 -22.0766 9.7324 0.50
H -2.1763 -23.1739 9.7019 0.19
H -3.6544 -24.1516 9.5754 0.36
H -3.2284 -23.3483 11.0969 0.28
```